Formula: C3H5N3
Source: the OMol25 dataset
Level of theory: the ωB97M-V functional and the def2-TZVPD basis

Each atom is followed by the atoms it is bonded to, with distances in Å.
Atoms and positions in Å:
1 N -1.719 -0.574 -0.190  C2 1.413, H7 1.011, H8 1.012
2 C -0.416 -0.050 -0.033  N1 1.413, C3 1.388, C6 1.421
3 C 0.726 -0.828 -0.168  C2 1.388, N4 1.311, H9 1.093
4 N 1.870 -0.217 0.025  C3 1.311, H10 1.036
5 N 1.261 1.581 0.389  C6 1.281
6 C 0.024 1.264 0.279  C2 1.421, N5 1.281, H11 1.102
7 H -2.258 -0.117 -0.914  N1 1.011
8 H -2.252 -0.604 0.669  N1 1.012
9 H 0.632 -1.887 -0.423  C3 1.093
10 H 2.694 -0.834 -0.093  N4 1.036
11 H -0.495 2.219 0.463  C6 1.102

Calculated values
2S+1 ... 1
Energy ... -7659.180 eV
F_max ... 3.7 eV/A
ΔE to the lowest compared entry with this formula, charge and spin ... 75.5 kcal/mol
Kohn-Sham gap ... 8.6 eV
Total charge ... 0